# 1
# C2H13NO4

A 4-piece molecular cluster, C2H13NO4 overall (ωB97M-V with the def2-TZVPD basis set, the OMol25 dataset).

Cartesian coordinates (Å):
H  2.454  4.280  -1.312
O  5.462  2.823  -0.172
H  -3.384  -0.371  -2.690
H  -1.361  -1.785  0.435
C  -2.593  -0.457  -1.955
H  -2.044  -0.238  0.791
O  -2.121  0.886  -1.794
H  -2.086  1.137  -0.863
H  -1.816  -1.010  -2.512
O  2.696  4.399  -0.386
H  -4.035  -0.826  -0.439
H  5.822  3.367  0.537
H  -0.092  -6.426  4.380
H  4.567  3.173  -0.268
N  -2.146  -1.156  0.378
H  2.443  5.317  -0.232
H  -0.214  -5.561  3.136
O  0.356  -5.711  3.896
C  -3.058  -1.257  -0.682
H  -3.232  -2.270  -0.996

Summary:
- total charge = +1
- E_LUMO (alpha / beta) (eV) = -4.07 / -9.24
- 2S+1 = 2
- gap between HOMO and LUMO (alpha / beta) (eV) = 8.599 / 3.432
- HOMO level (alpha / beta) (hartree) = -0.4657 / -0.4657


# 2
# C2H13O12S

A 7-piece molecular cluster, C2H13O12S overall (ωB97M-V with the def2-TZVPD basis set, the OMol25 dataset).

Cartesian coordinates (Å):
H  3.969  5.817  12.305
H  -4.892  2.469  9.611
H  -3.561  2.482  8.889
H  0.933  8.090  4.986
O  -1.873  7.004  12.531
O  -3.948  7.304  12.281
H  -0.812  8.055  5.354
O  -2.782  6.415  10.566
O  -10.122  5.061  8.762
O  -0.514  12.255  11.461
C  -2.866  6.880  11.814
H  2.493  5.740  12.632
C  0.190  7.995  5.778
H  2.376  8.450  16.881
H  0.256  8.856  6.444
O  -4.057  2.005  9.555
H  -0.282  6.853  7.188
H  -0.379  11.382  11.828
O  3.345  5.394  12.895
O  2.167  7.521  16.981
O  -7.892  5.299  8.697
H  0.133  12.805  11.903
H  2.329  7.144  16.116
O  -9.013  4.148  6.896
O  -8.651  3.121  9.045
O  0.328  6.754  6.453
S  -8.922  4.360  8.326
H  -3.706  6.343  10.315

Summary:
- total charge = -3
- E_LUMO (eV) = 4.93
- 2S+1 = 1
- gap between HOMO and LUMO (eV) = 1.832
- HOMO level (hartree) = 0.1138


# 3
# C2H13O4S

A 5-piece molecular cluster, C2H13O4S overall (ωB97M-V with the def2-TZVPD basis set, the OMol25 dataset).

Cartesian coordinates (Å):
H  1.507  -0.688  -2.510
O  2.098  2.146  0.638
O  0.388  2.142  4.836
S  -0.218  -0.757  0.617
O  -1.589  -3.244  -4.429
O  -1.009  2.357  0.684
C  0.912  -1.396  -1.925
H  -1.823  -3.957  -3.785
H  0.623  -2.210  -2.601
H  1.215  2.225  1.003
H  -0.436  0.267  -1.540
H  0.762  1.874  3.970
C  -0.316  -0.785  -1.279
H  2.147  1.299  0.194
H  -1.261  -1.298  -1.480
H  1.437  -1.871  -1.094
H  -0.416  1.638  4.893
H  -0.468  1.542  0.691
H  -1.189  -2.645  -3.791
H  -1.689  2.085  1.284

Summary:
- total charge = -1
- E_LUMO (eV) = 3.29
- 2S+1 = 1
- gap between HOMO and LUMO (eV) = 6.695
- HOMO level (hartree) = -0.1250


# 4
# C2H14N2O3

A 4-piece molecular cluster, C2H14N2O3 overall (ωB97M-V with the def2-TZVPD basis set, the OMol25 dataset).

Cartesian coordinates (Å):
H  -0.799  -2.705  0.963
H  0.079  0.661  2.133
H  -1.963  -0.670  1.608
H  0.564  1.530  3.257
O  0.493  0.670  -2.785
H  -0.001  -1.466  -2.379
H  -0.295  -0.112  -0.488
H  0.417  1.319  -2.067
O  0.234  1.611  2.363
C  -0.282  -1.716  0.932
H  0.393  1.145  -3.591
H  -1.598  -1.367  -0.615
H  1.111  -2.072  -1.311
O  0.700  2.578  -0.423
H  0.776  -1.838  1.210
C  -0.515  -1.187  -0.473
H  1.283  3.301  -0.181
H  0.563  2.164  0.438
N  -1.005  -0.873  1.882
H  -1.181  -1.430  2.715
N  0.123  -1.984  -1.517

Summary:
- SMILES string = NCCN.O.O.O
- E_LUMO (eV) = 0.78
- 2S+1 = 1
- gap between HOMO and LUMO (eV) = 9.820
- HOMO level (hartree) = -0.3321


# 5
# C2H14N2O3

A 4-piece molecular cluster, C2H14N2O3 overall (ωB97M-V with the def2-TZVPD basis set, the OMol25 dataset).

Cartesian coordinates (Å):
H  0.538  1.434  -0.686
O  1.146  0.691  -0.621
H  -3.019  -0.882  0.673
H  -4.462  1.532  -0.130
C  -1.167  0.292  2.145
H  -2.635  1.749  1.917
H  3.308  -0.583  -2.900
H  5.536  -2.469  0.200
H  0.773  -0.042  -1.127
H  -1.002  0.722  3.123
N  -3.928  0.689  -0.311
H  -3.143  0.954  -0.898
O  6.262  -2.483  -0.431
H  5.872  -2.149  -1.245
H  -0.262  0.324  1.543
N  -2.296  0.906  1.484
H  -1.353  -0.752  2.410
H  3.506  -0.045  -4.280
H  -4.190  -0.031  1.610
C  -3.365  0.124  0.911
O  3.879  0.020  -3.390

Summary:
- SMILES string = CNCN.O.O.O
- E_LUMO (eV) = 0.33
- 2S+1 = 1
- gap between HOMO and LUMO (eV) = 8.946
- HOMO level (hartree) = -0.3168


# 6
# C2H14N2Si3

The molecule C2H14N2Si3 (ωB97M-V with the def2-TZVPD basis set, the OMol25 dataset).

Cartesian coordinates (Å):
C  1.586  1.418  -0.732
H  -3.258  -0.861  -0.599
H  3.207  0.983  1.559
H  0.439  -2.349  -0.071
Si  2.752  -0.336  1.006
H  -1.956  -2.033  -1.158
H  1.171  1.401  -1.745
Si  -1.966  1.124  0.573
H  2.472  1.859  -0.788
Si  0.210  -0.940  -0.675
H  -2.848  1.684  -0.713
H  -0.965  1.966  1.075
H  -3.053  1.019  1.618
N  -1.435  -0.417  0.046
H  1.061  2.096  -0.089
C  -2.420  -1.466  -0.296
H  -2.597  -2.031  0.603
H  3.845  -1.116  0.501
H  2.056  -1.109  2.171
N  1.573  0.063  -0.207
H  0.128  -0.956  -2.079

Summary:
- SMILES string = CN([SiH3])[SiH2]N(C)[SiH3]
- E_LUMO (eV) = 0.77
- 2S+1 = 1
- gap between HOMO and LUMO (eV) = 9.632
- HOMO level (hartree) = -0.3257


E
In order: -11954.9090, -37686.2955, -21311.3742, -11423.8580, -11423.0088, -28913.9055
Unit: eV